# 1
{"formula": "C9H14O", "method": "wB97M-V/def2-TZVPD", "charge": 0, "smiles": "Cc1ccc(O)cc1.CC", "e_above_lowest_kj_mol": 7.34, "e_tot_ev": -11607.5607, "symbols": ["C", "C", "C", "C", "C", "O", "C", "C", "H", "H", "H", "H", "H", "H", "H", "H", "C", "C", "H", "H", "H", "H", "H", "H"], "xyz": [[2.340855, -1.301345, -0.546643], [0.840097, -1.448606, -0.378209], [0.261156, -1.499484, 0.888124], [-1.113693, -1.620070, 1.023047], [-1.922756, -1.692988, -0.103024], [-3.280844, -1.815539, 0.002659], [-1.360756, -1.642083, -1.365928], [0.015696, -1.518049, -1.497072], [2.743978, -0.637369, 0.219365], [2.526344, -0.775628, -1.484007], [2.855106, -2.258086, -0.498238], [0.916571, -1.430674, 1.747341], [-1.556484, -1.661551, 2.012411], [-3.530589, -1.780444, 0.918473], [-1.982266, -1.698205, -2.248656], [0.452654, -1.459648, -2.486455], [0.091052, 2.284235, 0.480871], [0.358941, 3.785252, 0.452979], [0.589179, 1.754502, -0.333913], [0.460280, 1.827701, 1.400836], [-0.978656, 2.088595, 0.396597], [-0.105015, 4.264990, 1.317517], [-0.049610, 4.248609, -0.443305], [1.428760, 3.985885, 0.525230]], "forces_ev_per_angstrom": [[-0.58, 0.62, 0.10], [0.40, 0.02, -0.01], [0.03, 0.01, -0.52], [0.18, -0.01, 0.20], [-0.08, -0.02, 0.23], [0.12, 0.00, -0.76], [0.21, -0.01, -0.24], [-0.15, 0.00, 0.30], [0.04, -0.18, 0.18], [0.23, -0.36, -0.15], [0.11, -0.01, -0.16], [-0.16, -0.02, 0.15], [-0.05, 0.01, 0.00], [-0.16, 0.00, 0.63], [-0.14, 0.01, 0.06], [0.00, -0.03, -0.01], [0.04, -0.05, -0.09], [0.05, -0.18, 0.34], [-0.06, 0.10, -0.08], [-0.11, 0.05, 0.06], [0.03, -0.13, 0.06], [-0.04, 0.04, -0.06], [0.11, 0.04, -0.06], [-0.01, 0.10, -0.17]]}

=====

# 2
{"formula": "C16H32Cl26FI2NO2S", "method": "wB97M-V/def2-TZVPD", "charge": 0, "e_tot_ev": -378033.8774, "symbols": ["C", "C", "I", "C", "I", "N", "S", "O", "O", "F", "H", "H", "H", "H", "H", "H", "C", "Cl", "Cl", "H", "H", "C", "Cl", "Cl", "H", "H", "C", "Cl", "Cl", "H", "H", "C", "Cl", "Cl", "H", "H", "C", "Cl", "Cl", "H", "H", "C", "Cl", "Cl", "H", "H", "C", "Cl", "Cl", "H", "H", "C", "Cl", "Cl", "H", "H", "C", "Cl", "Cl", "H", "H", "C", "Cl", "Cl", "H", "H", "C", "Cl", "Cl", "H", "H", "C", "Cl", "Cl", "H", "H", "C", "Cl", "Cl", "H", "H"], "xyz": [[2.736028, -2.567825, -2.524857], [2.826331, -1.070462, -2.743811], [4.124270, -0.671275, -4.418068], [1.489499, -0.385636, -3.011779], [1.701599, 1.737428, -2.804192], [0.411301, -0.839209, -2.091983], [-0.744718, -1.737244, -2.799352], [-1.734874, -2.032087, -1.848692], [-0.160490, -2.765063, -3.559191], [-1.364674, -0.753859, -3.808719], [3.627538, -2.913836, -2.020855], [2.640373, -3.095298, -3.466707], [1.872731, -2.821921, -1.923952], [3.329983, -0.614363, -1.903217], [1.221635, -0.535549, -4.050117], [-0.092764, -0.008179, -1.769950], [0.317804, -5.650059, -2.219653], [2.061683, -5.885750, -2.352840], [-0.134904, -4.976625, -0.645653], [0.015652, -4.940452, -2.976852], [-0.184364, -6.599759, -2.358861], [-2.014148, 0.369608, 0.942541], [-0.501256, 0.303919, 1.850717], [-1.903542, 1.480876, -0.440618], [-2.232874, -0.619323, 0.564907], [-2.801584, 0.720834, 1.597669], [2.895010, 1.912137, 2.213708], [3.900814, 0.928404, 3.286884], [3.148352, 1.526852, 0.510556], [1.857415, 1.717154, 2.453141], [3.133413, 2.956112, 2.374986], [-1.532592, 3.914153, -5.155670], [-0.087487, 3.343182, -5.993635], [-1.569174, 3.427997, -3.452961], [-1.552770, 4.995638, -5.197410], [-2.403653, 3.496934, -5.644888], [-0.986656, 5.370026, 1.017502], [0.101116, 4.416450, 2.032194], [-0.850845, 4.952386, -0.696307], [-2.004706, 5.183314, 1.337077], [-0.735797, 6.414619, 1.138051], [0.935941, 8.268284, 3.871195], [2.166237, 7.011769, 3.726393], [-0.699139, 7.629810, 3.642244], [0.996597, 8.698181, 4.862828], [1.119196, 9.022190, 3.116177], [2.516190, 1.807724, 6.558559], [3.414908, 2.662380, 7.819783], [1.776290, 2.923817, 5.407317], [3.198321, 1.163658, 6.018036], [1.729067, 1.233175, 7.028483], [5.850773, -6.469762, -1.691609], [6.857298, -5.491486, -0.617850], [5.233750, -5.537324, -3.059928], [6.448011, -7.287457, -2.074374], [5.006645, -6.844487, -1.125411], [-5.119134, 3.662268, -2.192112], [-5.808005, 4.706605, -0.943908], [-5.183222, 4.405884, -3.795205], [-4.080341, 3.472124, -1.948483], [-5.682897, 2.738576, -2.220129], [1.339709, -4.059988, -6.337032], [1.628368, -2.377503, -6.786223], [2.843739, -4.924670, -5.999429], [0.747063, -4.050104, -5.434497], [0.814897, -4.567207, -7.137062], [-1.031250, 3.218363, 8.335874], [-0.627272, 1.499907, 8.463611], [-1.683078, 3.635728, 6.749789], [-1.779473, 3.443416, 9.085088], [-0.131664, 3.798146, 8.503358], [-3.790483, -5.474058, -0.263596], [-4.722358, -4.889879, 1.122608], [-4.405117, -7.011223, -0.882562], [-3.852519, -4.733105, -1.050659], [-2.763676, -5.610600, 0.046540], [-4.311307, -2.770311, 3.895183], [-4.234810, -2.367548, 5.614622], [-3.129885, -1.862141, 2.945326], [-4.103982, -3.826051, 3.778327], [-5.302088, -2.531318, 3.529621]], "forces_ev_per_angstrom": [[-0.07, 0.07, -0.33], [0.06, -0.13, 0.08], [0.09, 0.04, 0.19], [0.43, 0.05, -0.09], [-0.06, -0.04, -0.08], [-0.29, 0.77, -0.67], [0.60, -0.35, 0.96], [-0.89, 0.11, 0.66], [0.53, -0.72, -0.91], [-0.41, 0.62, -0.67], [0.22, -0.15, 0.05], [-0.01, -0.17, -0.15], [-0.10, 0.00, 0.32], [0.00, 0.22, 0.19], [-0.22, -0.08, -0.18], [0.21, -0.12, 0.66], [-0.02, -0.05, -0.08], [-0.10, -0.10, -0.03], [0.00, 0.01, 0.04], [0.01, 0.08, -0.01], [0.04, -0.06, 0.13], [0.02, 0.10, -0.04], [-0.02, -0.04, -0.01], [0.02, -0.07, -0.02], [0.02, -0.08, -0.11], [0.03, 0.06, 0.00], [-0.13, 0.04, 0.04], [0.10, -0.07, -0.02], [0.02, 0.03, 0.06], [-0.02, 0.00, 0.01], [0.07, 0.00, 0.00], [-0.12, 0.03, -0.06], [-0.01, 0.00, 0.01], [-0.06, -0.01, -0.12], [0.05, 0.03, 0.04], [-0.01, -0.05, 0.02], [-0.02, -0.01, -0.04], [-0.01, -0.12, -0.01], [0.00, 0.07, 0.08], [-0.01, -0.07, -0.01], [0.06, 0.03, -0.01], [0.06, 0.02, 0.02], [0.04, 0.03, 0.01], [-0.05, 0.10, 0.07], [-0.03, -0.04, 0.04], [-0.02, -0.03, -0.06], [0.04, -0.11, -0.03], [-0.01, -0.01, 0.03], [-0.08, 0.07, -0.02], [0.06, 0.06, -0.03], [-0.05, 0.05, 0.04], [-0.02, -0.05, 0.02], [0.00, -0.01, 0.01], [0.09, 0.02, -0.06], [0.05, 0.02, -0.03], [-0.03, 0.05, 0.02], [0.12, -0.06, 0.03], [0.01, -0.01, 0.02], [-0.01, 0.00, -0.04], [0.02, 0.06, -0.01], [-0.07, 0.02, -0.01], [-0.03, -0.01, 0.13], [-0.09, 0.02, -0.12], [0.03, -0.04, -0.03], [-0.06, -0.01, 0.13], [0.08, 0.05, -0.10], [0.00, 0.09, 0.00], [0.00, -0.02, 0.03], [-0.03, 0.02, 0.00], [-0.04, -0.03, 0.00], [0.06, -0.04, -0.05], [0.07, 0.05, -0.07], [-0.06, -0.01, 0.01], [0.02, 0.01, 0.00], [-0.05, 0.02, -0.01], [0.01, -0.04, 0.05], [-0.09, -0.06, 0.06], [-0.01, 0.00, -0.03], [0.03, -0.06, 0.07], [0.07, -0.01, 0.01], [-0.01, 0.05, 0.00]]}

=====

# 3
{"formula": "C53H53FN7O6TeW", "method": "wB97M-V/def2-TZVPD", "charge": 2, "e_above_lowest_kj_mol": 0.00, "e_tot_ev": -90363.3391, "spin_multiplicity": 2, "s2": 0.7599, "symbols": ["W", "O", "C", "O", "C", "C", "C", "N", "C", "C", "C", "C", "C", "C", "C", "N", "C", "C", "C", "C", "C", "N", "H", "H", "H", "H", "H", "H", "H", "H", "H", "H", "F", "C", "C", "C", "C", "O", "C", "C", "N", "C", "C", "C", "C", "C", "C", "N", "C", "C", "N", "C", "C", "C", "O", "O", "H", "H", "H", "H", "H", "H", "H", "H", "H", "H", "H", "H", "H", "H", "H", "H", "H", "H", "C", "C", "O", "N", "Te", "C", "C", "C", "C", "C", "C", "C", "C", "C", "C", "C", "C", "C", "C", "C", "C", "C", "C", "H", "H", "H", "H", "H", "H", "H", "H", "H", "H", "H", "H", "H", "H", "H", "H", "H", "H", "H", "H", "H", "H", "H", "H", "H"], "xyz": [[-1.053577, 0.209387, -0.215789], [1.973947, -3.953826, 4.264879], [1.077500, -3.129309, 4.424345], [0.121831, -3.086512, 5.241505], [1.033188, -1.960929, 3.411715], [1.629038, -2.096335, 2.155636], [1.244549, -1.217526, 1.157980], [0.321932, -0.284767, 1.407978], [-0.054494, 0.012418, 2.655509], [0.287525, -0.819308, 3.696678], [-0.870173, 1.237055, 2.692133], [-1.155862, 1.923244, 3.852668], [-1.871885, 3.111356, 3.771850], [-2.293052, 3.556337, 2.535180], [-1.988333, 2.807516, 1.410653], [-1.275556, 1.674758, 1.476217], [1.698783, -1.134038, -0.246238], [2.798402, -1.801326, -0.750848], [3.156023, -1.599132, -2.073955], [2.393480, -0.749302, -2.860643], [1.296509, -0.130042, -2.297886], [0.965182, -0.295420, -1.013086], [2.313882, -2.921451, 2.007233], [-0.089882, -0.694993, 4.703517], [-0.795506, 1.551934, 4.802528], [-2.090031, 3.677431, 4.667744], [-2.848349, 4.475833, 2.419456], [-2.332310, 3.106549, 0.428390], [3.371922, -2.455923, -0.110059], [4.019899, -2.102737, -2.486037], [2.634517, -0.567605, -3.897753], [0.659498, 0.520439, -2.882184], [-2.522724, -1.932975, 5.856834], [-2.709778, -2.630178, 4.723292], [-2.829801, -1.926383, 3.569668], [-3.015496, -2.597068, 2.350628], [-2.746717, -1.943980, 1.103870], [-2.269351, -0.738230, 1.141652], [-2.898100, -2.692382, -0.069903], [-3.375722, -3.977620, 0.022566], [-3.559458, -4.613554, 1.181737], [-3.924081, -6.022131, 1.177344], [-5.039794, -6.464118, 0.283435], [-5.243172, -6.417838, 1.769203], [-3.266042, -3.974080, 2.377256], [-3.118643, -4.684352, 3.573336], [-2.714107, -4.052052, 4.737174], [-2.289990, -4.830324, 5.819851], [-1.944807, -4.205698, 7.102641], [-1.521819, -5.301004, 8.084161], [-2.212602, -6.580329, 7.707821], [-1.665469, -7.105564, 6.399823], [-1.338921, -5.902790, 5.515655], [-2.312985, -2.211165, -1.359728], [-2.756650, -2.482385, -2.438747], [-1.154383, -1.590808, -1.142462], [-2.705828, -0.851988, 3.586122], [-3.547178, -4.557232, -0.875020], [-3.070575, -6.676533, 1.302422], [-4.930029, -7.423496, -0.199626], [-5.547345, -5.709719, -0.301804], [-5.289135, -7.348812, 2.315813], [-5.863472, -5.619056, 2.152646], [-3.249442, -5.756164, 3.569718], [-2.813372, -3.677417, 7.490598], [-1.113961, -3.505919, 7.005971], [-1.786116, -5.047801, 9.107737], [-0.455051, -5.511659, 8.040295], [-3.209327, -6.392941, 7.593434], [-2.115902, -7.279775, 8.442907], [-2.432176, -7.750450, 5.974481], [-0.781556, -7.696289, 6.631150], [-1.398289, -6.196614, 4.473347], [-0.317479, -5.547936, 5.676071], [-3.577699, 1.416800, -3.158701], [-3.116065, 1.944526, -1.835040], [-3.444655, 3.001558, -1.358152], [-2.202552, 1.101100, -1.176518], [0.364235, 3.233629, -1.146454], [1.756505, 4.027095, -2.522108], [3.095962, 4.236027, -2.171305], [3.644726, 3.906333, -0.814659], [3.952907, 4.792826, -3.115853], [3.523247, 5.126962, -4.390991], [4.458545, 5.735712, -5.396754], [2.193263, 4.890159, -4.717239], [1.292386, 4.352338, -3.807228], [-0.126365, 4.118442, -4.259056], [0.558293, 4.505733, 0.535554], [1.200085, 4.105085, 1.716224], [1.965471, 2.818006, 1.888406], [1.154884, 4.957238, 2.818361], [0.513771, 6.185025, 2.778603], [0.523309, 7.107528, 3.964712], [-0.112320, 6.557632, 1.594482], [-0.109678, 5.741932, 0.470377], [-0.826880, 6.216143, -0.765554], [-4.464080, 1.957675, -3.477932], [-3.756593, 0.342846, -3.120096], [-2.779446, 1.584602, -3.886692], [3.220552, 2.977548, -0.434998], [3.411260, 4.691748, -0.091347], [4.728152, 3.799379, -0.854766], [4.988350, 4.964033, -2.843090], [5.483367, 5.749146, -5.029944], [4.167814, 6.763107, -5.621527], [4.438661, 5.180083, -6.334893], [1.840143, 5.142888, -5.711220], [-0.334821, 4.692120, -5.160474], [-0.854386, 4.398753, -3.497168], [-0.297104, 3.064103, -4.498316], [1.692307, 2.065814, 1.150503], [1.801525, 2.408973, 2.886427], [3.037522, 2.999355, 1.793631], [1.650006, 4.649556, 3.734437], [0.716796, 6.566666, 4.890572], [-0.423813, 7.637569, 4.064030], [1.306491, 7.859906, 3.853469], [-0.619149, 7.515257, 1.543462], [-1.241397, 7.209995, -0.605284], [-1.644937, 5.543467, -1.034117], [-0.152474, 6.267553, -1.622875]], "forces_ev_per_angstrom": [[-0.49, -0.82, 0.50], [-0.10, -0.13, -0.01], [0.06, 0.24, 0.06], [0.04, -0.19, 0.02], [0.04, -0.04, -0.16], [-0.03, -0.02, 0.12], [-0.05, -0.06, 0.02], [0.39, 0.22, 0.26], [0.03, -0.02, -0.18], [-0.07, -0.16, 0.13], [-0.07, 0.00, 0.05], [0.02, 0.04, 0.01], [0.00, 0.00, 0.04], [0.00, 0.01, -0.02], [0.01, -0.01, -0.05], [-0.01, 0.02, 0.04], [-0.06, -0.08, -0.07], [-0.01, 0.03, 0.03], [-0.01, 0.01, -0.03], [0.03, -0.03, 0.01], [0.03, 0.04, 0.05], [0.05, 0.05, -0.16], [-0.02, 0.01, -0.07], [-0.01, 0.06, -0.03], [-0.01, -0.01, -0.02], [0.00, 0.00, -0.01], [0.00, 0.00, 0.00], [0.01, 0.02, 0.03], [0.00, 0.00, 0.01], [0.00, 0.00, -0.01], [0.00, -0.01, 0.00], [0.00, 0.02, 0.00], [-0.04, -0.21, -0.14], [0.05, 0.17, 0.13], [0.06, -0.05, 0.09], [0.01, 0.21, -0.13], [0.28, -0.17, 0.17], [-0.31, 0.08, -0.24], [-0.04, 0.13, 0.18], [0.11, -0.09, -0.17], [-0.04, -0.05, 0.00], [-0.03, 0.01, -0.04], [0.01, 0.02, 0.04], [0.04, 0.00, -0.03], [0.01, 0.05, -0.03], [-0.06, 0.01, -0.10], [0.19, 0.03, 0.18], [-0.16, 0.02, -0.09], [0.02, 0.14, 0.13], [0.02, -0.01, -0.01], [0.01, -0.03, 0.01], [-0.06, 0.06, 0.02], [0.10, -0.08, 0.00], [0.08, -0.30, 0.18], [-0.04, 0.06, -0.04], [-0.03, 0.49, -0.15], [-0.02, -0.03, 0.01], [-0.01, 0.00, 0.00], [0.00, -0.01, -0.01], [-0.01, 0.01, -0.01], [0.00, -0.02, -0.02], [-0.01, 0.01, 0.02], [-0.01, -0.02, 0.02], [-0.01, 0.02, 0.01], [-0.05, -0.03, -0.01], [0.02, -0.01, -0.08], [-0.02, 0.00, 0.00], [0.01, 0.03, -0.01], [-0.01, 0.03, -0.01], [0.01, -0.01, 0.00], [0.01, 0.00, 0.00], [0.01, 0.00, -0.03], [-0.01, -0.02, 0.02], [0.04, 0.10, 0.00], [0.04, 0.00, -0.04], [0.02, 0.12, 0.00], [-0.03, -0.06, -0.01], [0.03, 0.18, -0.41], [0.02, -0.02, 0.03], [0.15, 0.11, -0.01], [-0.04, 0.01, -0.03], [0.03, 0.00, 0.02], [-0.01, -0.03, -0.02], [0.01, 0.00, -0.01], [0.01, 0.00, -0.01], [-0.02, 0.03, 0.00], [-0.02, -0.04, 0.01], [-0.03, 0.01, -0.01], [0.04, 0.01, 0.08], [-0.06, -0.01, -0.04], [0.01, -0.02, 0.00], [0.01, 0.01, 0.01], [0.00, 0.01, 0.01], [-0.01, -0.01, 0.02], [-0.02, 0.01, -0.01], [0.02, -0.01, 0.02], [0.00, 0.02, -0.02], [-0.01, -0.01, 0.01], [-0.02, 0.01, 0.02], [0.00, 0.01, 0.00], [0.01, -0.04, -0.04], [-0.02, -0.01, -0.01], [-0.01, 0.02, 0.00], [-0.01, 0.00, 0.00], [0.00, 0.00, 0.00], [0.00, 0.00, 0.00], [0.00, 0.00, 0.00], [0.00, 0.00, 0.00], [0.00, -0.02, -0.01], [0.01, 0.04, -0.01], [0.00, -0.01, 0.01], [-0.02, -0.01, -0.02], [-0.02, 0.00, 0.02], [0.00, 0.00, 0.01], [0.00, 0.00, -0.01], [0.00, 0.00, -0.01], [0.00, 0.00, -0.01], [0.00, 0.00, 0.00], [0.00, -0.01, 0.00], [0.01, 0.00, 0.00], [0.00, 0.01, -0.01], [0.01, -0.01, 0.00]]}

=====

# 4
{"formula": "C3H3NOS", "method": "wB97M-V/def2-TZVPD", "charge": 0, "smiles": "Sc1cnco1", "e_above_lowest_kj_mol": 40.78, "e_tot_ev": -17531.5178, "symbols": ["S", "C", "C", "N", "C", "O", "H", "H", "H"], "xyz": [[2.326351, -0.321044, -0.002513], [0.613481, -0.128522, -0.009291], [-0.274514, 0.908065, 0.004376], [-1.557586, 0.414382, -0.007223], [-1.374351, -0.869137, 0.003997], [-0.109215, -1.279419, -0.007878], [2.587867, 0.996771, 0.024307], [-0.140844, 1.929943, -0.023670], [-2.071185, -1.651042, 0.017893]], "forces_ev_per_angstrom": [[0.67, 0.03, -0.01], [-0.73, 0.89, 0.08], [0.33, -1.70, -0.21], [0.01, -1.35, 0.18], [-0.65, 1.02, -0.11], [0.82, 0.11, 0.07], [-0.08, -0.14, -0.01], [0.65, 1.83, 0.02], [-1.03, -0.69, -0.02]]}